Entry from the OMol25 dataset: a 2-piece molecular cluster, C2H4N2O overall in a non-equilibrium geometry (wB97M-V/def2-TZVPD).

Output
**Energy relative to the best compared isomer or geometry (same formula, charge and spin)**: 112.67 kcal/mol
**Orbital gap**: 10.70 eV
**E_tot**: -263.1837 a.u.

Last column: Mulliken charge in e.
CARTESIAN COORDINATES (ANGSTROEM)
C (-1.754, -0.055, -0.234)  0.367
C (0.459, 0.210, 0.494)  -0.589
N (-2.698, -0.293, 0.771)  -0.244
N (-3.070, 0.425, -0.130)  -0.237
O (-0.719, 0.723, -0.158)  -0.318
H (-1.456, -1.099, -1.314)  0.240
H (1.192, 1.010, 0.144)  0.217
H (0.785, -0.797, 0.243)  0.326
H (0.507, 0.295, 1.698)  0.237



Entry from the OMol25 dataset: C2H4N2O in the gas phase in a non-equilibrium geometry (wB97M-V/def2-TZVPD).

Output
**SMILES string**: [H]/N=C/NC=O
**Energy relative to the best compared isomer or geometry (same formula, charge and spin)**: 13.17 kcal/mol
**Orbital gap**: 10.29 eV
**E_tot**: -263.3423 a.u.

Last column: Mulliken charge in e.
CARTESIAN COORDINATES (ANGSTROEM)
H (-1.664, 1.683, 0.280)  0.217
N (-0.768, 1.236, 0.188)  -0.594
C (-0.712, 0.038, 0.616)  0.013
N (0.415, -0.711, 0.300)  -0.137
C (1.121, -0.175, -0.809)  -0.037
O (2.031, -0.733, -1.370)  -0.515
H (-1.499, -0.470, 1.179)  0.343
H (0.474, -1.689, 0.564)  0.246
H (0.599, 0.823, -0.948)  0.464



Entry from the OMol25 dataset: C2H4N2O in the gas phase in a non-equilibrium geometry (wB97M-V/def2-TZVPD).

Output
**SMILES string**: COC1N=N1
**Energy relative to the best compared isomer or geometry (same formula, charge and spin)**: 73.75 kcal/mol
**Orbital gap**: 9.94 eV
**E_tot**: -263.2457 a.u.

Last column: Mulliken charge in e.
CARTESIAN COORDINATES (ANGSTROEM)
C (-0.984, -0.758, 0.164)  -0.602
O (0.188, -0.597, -0.596)  -0.351
C (1.030, 0.488, -0.442)  0.288
N (0.639, 1.694, 0.179)  -0.250
N (1.493, 1.060, 0.824)  -0.240
H (-1.613, 0.223, 0.209)  0.285
H (-0.846, -1.107, 1.317)  0.237
H (-1.499, -1.593, -0.305)  0.232
H (1.593, 0.588, -1.350)  0.401



Entry from the OMol25 dataset: C2H4N2O as an isolated structure in a non-equilibrium geometry (wB97M-V/def2-TZVPD).

Output
**Energy relative to the best compared isomer or geometry (same formula, charge and spin)**: 51.67 kcal/mol
**Orbital gap**: 11.75 eV
**E_tot**: -263.2809 a.u.

Last column: Mulliken charge in e.
CARTESIAN COORDINATES (ANGSTROEM)
C (0.304, -2.426, -0.441)  0.160
C (-1.699, -0.099, -0.004)  0.477
N (1.203, -2.200, 0.246)  -0.408
N (-1.864, 1.051, -0.190)  -0.337
O (-1.436, -1.202, 0.190)  -0.456
H (-0.531, -2.693, -1.046)  0.275
H (3.180, 3.101, 0.685)  0.065
H (2.795, 2.490, 0.370)  -0.065
H (-1.953, 1.978, 0.190)  0.289



Entry from the OMol25 dataset: C2H4N2O in the gas phase in a non-equilibrium geometry (wB97M-V/def2-TZVPD).

Output
**SMILES string**: C=NNC=O
**Energy relative to the best compared isomer or geometry (same formula, charge and spin)**: 66.80 kcal/mol
**Orbital gap**: 10.38 eV
**E_tot**: -263.2568 a.u.

Last column: Mulliken charge in e.
CARTESIAN COORDINATES (ANGSTROEM)
C (-0.189, 1.739, 0.163)  -0.235
N (0.865, 0.863, 0.202)  -0.356
N (0.509, -0.600, 0.415)  -0.171
C (-0.274, -1.416, -0.351)  0.107
O (-1.318, -1.072, -0.964)  -0.533
H (0.266, 2.685, 0.334)  0.307
H (-1.263, 1.396, -0.070)  0.248
H (1.547, -1.113, 0.433)  0.301
H (-0.143, -2.482, -0.162)  0.333



Entry from the OMol25 dataset: C2H4N2O in the gas phase in a non-equilibrium geometry (wB97M-V/def2-TZVPD).

Output
**SMILES string**: [H]/N=C(O)/C=N/[H]
**Energy relative to the best compared isomer or geometry (same formula, charge and spin)**: 39.83 kcal/mol
**Orbital gap**: 10.96 eV
**E_tot**: -263.2998 a.u.

Last column: Mulliken charge in e.
CARTESIAN COORDINATES (ANGSTROEM)
H (-1.401, -1.794, -0.137)  0.191
N (-0.528, -1.501, 0.090)  -0.602
C (-0.395, -0.253, 0.175)  0.598
O (-1.388, 0.574, -0.198)  -0.463
C (0.975, 0.378, 0.359)  0.006
N (1.898, -0.133, -0.327)  -0.524
H (2.805, 0.054, -0.100)  0.246
H (-2.078, -0.044, -0.511)  0.271
H (0.902, 1.089, 1.259)  0.277